167
Properties=species:S:1:pos:R:3:forces:R:3:mulliken_charge:R:1 method="wB97M-V/def2-TZVPD" homo_lumo_gap_ev=7.860 charge=+3 homo_energy_ev=-15.633
Sr 22.9984 8.6821 7.5069 -0.077 0.768 -0.271 1.92
S 14.4139 13.6594 7.5454 -10.951 4.346 0.962 0.94
S 25.3220 10.1444 5.0434 -0.737 1.356 -3.259 0.82
S 26.4763 9.9552 7.1326 7.058 -0.884 4.566 0.82
S 16.2922 12.3999 7.4839 4.579 -0.964 -0.929 -1.06
F 17.7500 12.6906 6.8311 -0.309 -0.192 0.292 -0.03
F 23.7164 10.2392 4.8131 -0.019 0.166 0.178 -0.17
F 26.4388 8.9084 8.3681 -0.243 -0.141 0.283 -0.33
F 14.0257 15.2088 7.7867 -0.244 0.544 0.221 -0.40
O 27.5343 9.3649 6.2852 -2.822 1.849 1.188 -0.51
O 25.6942 9.1219 4.1086 -0.449 0.592 1.567 -0.51
O 13.5631 13.4522 6.3556 2.451 -0.929 2.052 -0.67
O 14.0484 13.1074 8.8492 0.623 -0.662 -2.147 -0.52
O 26.7214 11.1959 7.8448 -1.065 -1.488 -1.789 -0.52
O 16.6205 11.9484 8.8123 -0.405 0.208 -0.984 0.07
O 20.3745 11.8746 7.9856 -0.594 0.758 0.356 -0.40
O 22.1823 11.1004 7.2021 0.762 -1.721 0.060 -0.81
O 15.7566 11.4475 6.5081 0.174 1.496 1.674 -0.37
O 20.6189 9.8068 7.9768 0.084 -4.565 0.495 -0.44
O 25.8613 11.5020 4.8357 -1.652 -3.302 1.534 -0.47
N 16.4906 8.3620 4.4351 0.676 0.017 1.224 0.96
N 15.8543 14.0326 7.4177 4.493 -3.821 -1.049 0.62
N 18.3482 16.1893 9.8982 0.418 -0.375 -0.988 0.75
N 17.1133 16.1712 4.1841 1.419 -2.243 -2.450 0.70
N 25.0344 9.5861 6.7073 -0.123 1.699 -4.247 -0.28
N 18.2267 9.3404 11.1941 0.817 1.968 -1.131 0.60
N 21.0605 10.9059 7.7314 -0.094 4.769 -0.559 0.90
C 16.5913 7.9427 5.9539 0.015 -0.146 -0.593 0.11
C 18.9854 10.7398 11.1690 1.729 -0.783 -1.322 -0.21
C 17.7839 7.6484 9.4787 -1.686 -0.325 -0.143 -0.13
C 20.9092 16.3363 9.6406 -0.826 -0.668 -0.343 -0.88
C 16.3648 10.6474 12.4437 0.590 1.134 -0.384 0.63
C 16.8853 7.2072 3.4757 -0.260 1.221 0.236 -1.25
C 16.8607 6.4210 0.9570 -0.401 -0.081 2.976 -0.66
C 17.7304 17.2805 3.2931 -1.469 0.496 0.784 -0.39
C 17.2189 9.4008 12.3487 1.855 -1.178 0.321 -1.33
C 15.6887 18.1436 4.4721 0.036 -0.527 -0.365 -0.58
C 15.0516 8.8248 4.3955 -0.550 0.892 -0.931 -0.16
C 16.6331 15.0818 3.1936 -2.373 -1.206 1.335 -1.38
C 15.3334 15.2180 12.1244 -1.285 -1.971 0.400 -0.77
C 17.4469 15.9387 11.1863 1.711 0.754 -2.081 -1.31
C 17.0240 18.4971 3.8614 1.197 1.838 -0.097 -0.67
C 19.2753 8.1510 11.2861 -1.949 0.085 0.112 -0.62
C 17.4679 9.5464 4.2258 0.192 -0.996 -0.005 -0.56
C 20.0231 11.0453 12.2821 -0.820 -0.991 -0.260 -0.98
C 15.1573 7.9245 6.4879 0.848 -0.829 1.813 -0.51
C 14.1688 14.1260 12.1428 0.766 1.153 0.136 -1.06
C 16.1463 13.7678 3.9776 0.649 -0.617 -1.104 1.73
C 16.1580 15.2449 10.8671 -0.096 0.801 -1.090 1.56
C 17.5788 16.8970 8.7278 -1.111 0.244 1.330 -0.14
C 18.4778 6.9750 10.6642 1.439 0.906 0.455 -1.15
C 15.5455 12.5485 3.1219 -0.935 2.417 -0.110 -0.19
C 17.9237 5.3991 1.4957 -0.107 0.397 -2.338 -1.09
C 16.7395 7.6143 1.9850 0.279 -0.331 -0.330 -0.68
C 19.4492 14.7260 4.4420 -0.876 -0.891 0.867 -0.21
C 20.2802 15.2704 8.7208 -1.054 -0.765 0.286 -0.03
C 17.5565 9.1544 9.7910 1.528 -0.801 0.619 0.09
C 16.7490 18.1881 9.1870 1.922 -1.127 -1.256 -0.70
C 18.9865 9.1696 4.4015 0.141 2.166 -0.220 -0.74
C 21.8351 12.7189 13.0078 0.814 -0.356 -0.315 -1.57
C 18.9025 14.8228 9.3970 1.726 1.975 -0.703 0.24
C 15.4591 10.6413 13.6388 -0.012 -0.800 0.500 -1.63
C 19.7839 10.5554 4.5996 -0.902 -1.606 -0.431 -1.12
C 19.6716 17.0725 10.1948 -0.737 -0.660 0.467 -0.48
C 20.5282 14.3226 5.4861 0.584 0.636 -0.752 -1.65
C 18.2793 15.6209 5.0429 -0.245 0.377 0.955 -0.71
C 15.9023 16.7543 5.0009 1.582 -0.810 0.894 0.79
C 14.2724 7.9333 5.3338 -0.054 0.252 -2.020 -1.25
C 20.6921 12.4485 12.0806 -1.975 -0.333 0.565 0.27
C 16.2479 18.9587 7.9434 0.376 -0.095 1.263 -1.29
C 14.3320 13.0959 2.2569 0.930 -0.283 0.462 -1.40
H 14.9162 6.9958 7.0051 0.479 0.240 0.760 0.50
H 21.4579 12.8075 14.0266 0.520 -0.022 0.031 0.34
H 18.2898 7.5057 8.5238 0.515 0.196 0.223 0.09
H 19.2144 11.2225 5.2466 0.170 0.178 -0.070 -0.04
H 20.1645 8.3732 10.6961 -0.276 0.509 -0.036 0.34
H 16.1566 19.9598 8.3646 -1.034 0.139 -0.568 0.46
H 17.3504 16.9711 11.5223 -0.293 -0.360 0.749 0.52
H 21.5152 15.8775 10.4219 -0.246 0.038 0.169 0.23
H 20.1113 15.7004 7.7335 -0.451 0.172 0.097 -0.29
H 13.7160 13.7816 2.8386 -0.126 -0.298 0.323 0.32
H 16.8110 7.1975 9.2832 -0.097 -0.180 0.191 0.29
H 13.4778 14.2845 11.3148 -0.017 -0.007 0.098 0.34
H 16.9142 16.1679 8.2644 -0.245 -0.249 0.471 -0.71
H 20.7831 10.3921 5.0034 -0.051 -0.014 0.017 0.33
H 15.0574 8.8115 7.1135 -0.431 -0.181 0.138 0.22
H 20.2478 13.8284 6.4163 -0.622 0.525 -0.060 0.01
H 15.9170 5.8761 0.9847 -0.244 0.189 -0.067 0.35
H 15.2107 11.8313 3.8713 -0.144 0.059 -0.056 -0.06
H 19.6325 10.6972 10.2930 -0.112 -0.637 -0.406 -0.01
H 22.5733 11.9269 12.8818 -0.064 -0.369 0.578 0.34
H 17.7113 18.9287 4.5890 -0.226 0.044 0.516 0.26
H 17.0057 13.3393 4.4933 0.270 0.192 -0.009 -1.05
H 18.0035 5.2038 2.5651 -0.398 0.225 -0.148 0.31
H 16.7697 8.4146 12.4665 -0.860 0.158 -0.745 0.60
H 19.7725 17.2074 11.2717 -0.377 -0.074 -0.005 0.48
H 15.8315 10.9216 11.5334 -0.120 -0.480 -0.244 0.06
H 17.4736 17.2085 2.2362 0.009 -0.761 0.149 0.48
H 18.1487 9.7402 9.0880 -0.147 0.213 0.187 -0.31
H 16.2958 16.7291 6.0171 0.006 0.378 0.136 -1.06
H 18.3526 11.5570 10.8228 -0.714 -0.225 0.861 0.26
H 16.3700 6.3228 3.8504 -0.090 0.002 -0.378 0.67
H 17.1677 9.9409 3.2551 0.600 0.047 -0.114 0.79
H 14.6792 13.7157 1.4302 0.264 -0.197 -0.163 0.34
H 16.9895 11.5225 12.6224 0.578 -0.114 -0.233 0.07
H 16.0000 14.9746 12.9517 -0.043 0.180 0.312 0.41
H 17.9564 7.1449 3.6682 -0.208 -0.617 0.114 0.64
H 16.3234 14.2950 10.3587 0.046 -0.377 0.436 -0.67
H 19.1806 8.5189 5.2541 -0.340 -0.067 0.008 0.38
H 15.3429 18.4645 7.5900 -0.135 0.615 -0.148 0.31
H 20.8176 14.3576 8.4636 0.536 0.139 0.535 0.57
H 21.1693 13.5619 5.0408 0.012 0.036 -0.400 0.53
H 16.0690 10.3545 14.4954 -0.229 -0.321 0.228 0.41
H 17.2338 10.3226 4.9543 -0.293 -0.265 0.156 -0.19
H 14.5037 13.0892 12.1105 0.404 0.116 -0.261 0.02
H 18.2848 14.2911 8.6732 -0.376 0.446 0.212 -0.34
H 17.4381 18.8439 9.7192 -0.012 -0.022 0.193 0.51
H 16.9741 19.0970 7.1424 0.209 -0.471 -0.003 0.23
H 17.8858 6.5083 11.4515 -0.565 0.198 -0.392 0.39
H 18.8095 17.2641 3.4463 -0.231 0.093 -0.181 0.30
H 17.2458 14.8227 2.3302 1.036 0.275 0.677 0.35
H 15.9144 17.9605 9.8501 0.110 -0.187 -0.125 0.27
H 18.5974 16.5180 5.5740 0.982 0.495 -0.666 1.13
H 22.4371 13.5720 12.6948 -0.473 0.460 0.269 0.43
H 18.2669 17.1160 7.9113 0.476 0.380 0.504 1.00
H 19.0393 14.1934 10.2764 0.207 0.084 -0.050 -0.30
H 17.1582 8.7065 6.4863 0.137 -0.011 -0.309 -0.36
H 17.6634 4.4781 0.9741 0.390 -0.283 0.310 0.41
H 16.9033 19.3202 3.1572 0.095 -0.234 -0.326 0.46
H 15.6510 15.8444 10.1110 -0.290 -0.053 -0.045 -0.20
H 15.4518 18.8617 5.2572 -0.286 -0.195 -0.120 0.30
H 20.9193 12.7238 11.0507 0.112 -0.705 -0.287 0.21
H 19.9028 10.9312 3.5834 0.003 0.542 0.235 0.56
H 15.8514 8.2041 1.7579 -0.185 -0.126 0.253 0.29
H 19.4938 18.0537 9.7546 -0.007 -0.234 -0.076 0.39
H 19.1198 13.7319 4.1400 -1.025 0.193 -0.158 -0.13
H 18.1013 15.2984 11.7778 -0.054 0.463 0.473 0.66
H 15.8051 15.5930 2.7025 -0.413 -0.203 0.128 0.86
H 15.1299 9.8478 4.7634 -0.427 0.019 0.045 -0.26
H 17.5814 8.2925 1.8465 0.089 0.076 -0.393 0.31
H 19.5552 7.9670 12.3234 -0.077 0.294 -0.026 0.51
H 15.4406 13.9504 4.7880 -0.210 0.462 -0.363 -0.36
H 13.2376 8.2236 5.5154 0.198 0.195 -0.084 0.48
H 19.5311 10.8016 13.2237 -0.069 1.350 0.635 0.44
H 14.8962 18.1082 3.7247 -0.023 0.308 0.013 0.37
H 19.8704 13.1130 12.3477 -0.098 0.490 -0.024 0.03
H 19.4616 8.7614 3.5094 -0.428 -0.472 0.012 0.46
H 16.9557 6.7983 -0.0612 0.582 -0.165 0.181 0.44
H 14.8887 16.1985 12.2950 0.086 -0.016 0.128 0.32
H 18.8926 5.7081 1.1034 0.257 -0.151 0.292 0.30
H 20.7419 10.2278 12.3399 0.551 0.046 -0.754 0.43
H 21.1904 15.1778 5.6209 0.039 -0.039 0.629 0.58
H 14.2762 6.9553 4.8524 -0.347 -0.262 0.136 0.43
H 15.0515 16.0756 5.0613 0.142 -0.086 -0.705 0.43
H 13.6477 14.2223 13.0953 -0.202 0.134 -0.122 0.47
H 15.0910 11.6308 13.9100 -0.304 -0.137 -0.446 0.40
H 19.9486 15.0647 3.5342 -0.142 0.777 0.220 0.57
H 17.9451 9.2916 13.1542 -0.280 0.794 0.717 0.72
H 16.2955 12.0567 2.5024 0.102 0.194 -0.124 0.44
H 14.5943 8.8317 3.4061 0.604 0.048 -0.193 0.61
H 14.6730 9.9080 13.4590 -0.280 0.232 0.537 0.38
H 17.1163 6.9923 6.0499 -0.058 0.005 -0.309 0.39
H 13.6993 12.3157 1.8338 0.082 -0.021 0.122 0.43
H 19.2059 6.2126 10.3875 -0.138 -0.057 -0.277 0.45
H 21.5669 17.0269 9.1128 -0.142 -0.073 -0.106 0.38
H 17.8180 15.2165 5.9439 -0.256 -1.314 -0.441 -0.38
H 16.5257 9.5081 9.7701 0.181 -0.125 0.380 0.38